1.
Molecular formula: C15H54N18O15
Method: DFT, wB97M-V/def2-TZVPD

```
102
Properties=species:S:1:pos:R:3:forces:R:3
C 0.222 4.125 -0.028 0.9 -0.6 -0.4
O 0.592 4.081 -1.203 -0.5 0.3 0.2
N -0.615 5.082 0.425 0.4 -0.3 -0.5
N 0.664 3.213 0.876 0.2 0.0 -0.5
H -0.908 5.664 -0.342 -0.6 0.4 0.7
H -0.942 5.049 1.371 -0.5 0.5 -0.1
H 1.313 2.537 0.494 -0.1 -0.1 0.3
H 0.564 3.370 1.856 0.1 -0.2 0.2
C -3.574 -0.484 -1.117 1.8 0.1 -0.1
O -3.306 0.687 -1.418 -0.6 -0.5 -0.2
N -3.143 -1.564 -1.815 -0.4 0.1 0.4
N -4.185 -0.804 0.054 -0.8 1.2 0.6
H -2.593 -1.503 -2.670 -0.5 0.0 0.1
H -3.324 -2.427 -1.335 0.3 -0.4 -0.5
H -4.300 0.044 0.610 -0.2 -0.5 0.0
H -3.997 -1.671 0.532 0.2 -0.1 -0.2
C 3.553 -2.133 -1.036 0.3 1.0 0.3
O 2.749 -2.720 -1.756 0.5 0.0 0.1
N 3.350 -0.862 -0.581 -0.2 -1.1 -0.7
N 4.745 -2.674 -0.653 -0.6 -0.9 -0.5
H 2.634 -0.381 -1.112 -0.1 0.7 0.6
H 4.041 -0.436 0.002 -0.1 0.5 0.0
H 5.410 -2.202 -0.077 0.1 0.0 0.0
H 4.913 -3.574 -1.070 0.4 0.0 0.4
C -1.099 -1.708 -4.794 1.0 1.2 -1.1
O -2.279 -1.592 -4.483 0.6 -0.5 0.1
N -0.610 -2.692 -5.622 -0.3 -0.8 0.3
N -0.112 -0.805 -4.498 -1.4 0.0 1.1
H -1.215 -3.282 -6.165 -0.1 0.1 0.1
H 0.371 -2.688 -5.815 0.1 -0.1 -0.3
H 0.831 -0.854 -4.825 0.1 -0.2 -0.1
H -0.375 -0.005 -3.919 0.1 -0.2 -0.4
C -0.752 -4.047 -1.622 2.0 -0.1 -0.6
O -0.529 -3.954 -0.416 -0.7 -0.4 0.0
N -1.846 -4.590 -2.216 -0.6 0.0 0.3
N 0.204 -3.674 -2.536 -0.9 -0.1 0.6
H -2.534 -5.099 -1.691 0.0 0.2 0.1
H -1.956 -4.485 -3.205 -0.2 -0.1 -0.1
H 1.141 -3.443 -2.225 -0.2 0.3 -0.1
H -0.036 -3.777 -3.502 0.4 0.0 -0.3
C 3.300 3.900 -3.597 0.9 -0.4 -0.9
O 4.333 3.793 -4.254 -0.5 -0.2 0.7
N 3.029 3.358 -2.380 0.1 0.0 0.3
N 2.215 4.580 -4.060 -0.4 0.3 0.3
H 2.089 3.483 -2.005 0.5 -0.4 0.2
H 3.649 2.681 -1.977 0.1 0.1 -0.1
H 1.491 4.716 -3.375 -0.4 0.3 -0.5
H 2.170 4.910 -5.004 0.2 0.2 0.1
C -1.065 2.819 -3.420 -1.8 -0.7 1.2
O -0.567 1.705 -3.604 0.7 0.6 0.1
N -0.694 3.935 -4.072 0.3 -0.1 -0.6
N -2.106 3.002 -2.550 0.8 0.0 -0.4
H 0.107 3.857 -4.671 0.0 0.2 0.0
H -1.086 4.817 -3.807 0.2 0.1 -0.2
H -2.524 2.203 -2.079 -0.1 -0.2 -0.1
H -2.545 3.903 -2.540 -0.3 -0.1 0.2
C 3.939 1.271 3.272 -1.0 -0.6 -0.4
O 3.663 0.890 2.137 0.4 0.5 0.4
N 3.538 2.443 3.822 0.2 0.3 0.3
N 4.517 0.449 4.202 0.2 -0.2 -0.6
H 3.851 2.648 4.751 -0.1 0.4 0.0
H 2.960 3.102 3.347 0.0 0.1 -0.4
H 4.966 -0.374 3.836 0.1 0.0 0.3
H 4.664 0.766 5.140 0.3 -0.2 0.1
C -3.295 1.656 2.067 0.4 1.0 -0.7
O -4.232 1.927 1.319 0.1 -0.4 0.8
N -3.352 0.866 3.161 -1.3 -0.8 0.4
N -2.053 2.194 1.842 -0.1 -0.2 0.3
H -2.569 0.487 3.679 0.3 0.1 -0.5
H -4.215 0.351 3.232 0.1 0.0 0.1
H -1.353 2.017 2.541 0.2 0.2 -0.2
H -2.031 3.005 1.252 0.2 -0.1 -0.1
C -0.146 0.070 -0.746 -0.3 -0.2 0.5
C 0.238 -1.065 0.172 0.6 0.3 0.3
O 0.666 -0.622 1.476 -0.4 0.3 0.6
O 1.013 0.719 -1.272 0.3 0.0 -0.4
H -0.726 0.792 -0.163 -0.1 0.0 -0.1
H -0.804 -0.335 -1.515 0.2 0.2 -0.2
H 1.065 -1.654 -0.225 -0.4 -0.1 -0.3
H -0.615 -1.715 0.341 0.0 0.1 0.0
H 1.391 0.013 1.431 0.1 -0.3 -0.3
H 0.798 1.075 -2.153 -0.2 0.1 0.3
C 0.055 0.465 4.714 0.3 0.1 0.9
C 1.091 -0.310 5.583 -1.3 1.6 -0.6
O 1.931 -0.965 4.668 0.3 -0.5 0.6
O -0.781 -0.409 3.982 0.5 0.5 -0.1
H 0.661 1.142 4.096 -0.1 -0.2 -0.5
H -0.580 1.156 5.282 -0.1 -0.3 0.3
H 0.543 -0.942 6.282 0.3 -0.7 -0.4
H 1.599 0.422 6.227 0.3 0.0 -0.2
H 2.619 -0.339 4.394 -0.2 -0.4 0.1
H -0.275 -0.644 3.180 -0.1 -0.2 -0.2
C -2.636 -3.390 2.492 1.4 0.2 0.0
C -2.669 -4.809 3.032 -0.5 0.7 0.2
O -1.545 -5.549 2.609 -0.2 -0.3 -0.2
O -2.679 -3.391 1.082 -0.6 0.1 -0.1
H -1.689 -2.910 2.779 0.0 0.0 0.3
H -3.413 -2.755 2.922 -0.3 -0.2 -0.3
H -3.592 -5.224 2.621 0.3 -0.6 0.0
H -2.739 -4.813 4.124 -0.1 0.1 0.0
H -0.814 -5.367 3.206 0.0 0.1 0.0
H -1.828 -3.724 0.712 -0.2 0.0 0.0
```
Forces are in eV/Å.

## Properties
SMILES string: NC(N)=O.NC(N)=O.NC(N)=O.NC(N)=O.NC(N)=O.NC(N)=O.NC(N)=O.NC(N)=O.NC(N)=O.OCCO.OCCO.OCCO
LUMO energy in eV: -0.3479
Orbital gap in hartree: 0.3051
Net charge: 0
HOMO in eV: -8.6

2.
Molecular formula: C15H54N8O12
Method: DFT, wB97M-V/def2-TZVPD

```
89
Properties=species:S:1:pos:R:3:forces:R:3
C 0.790 -2.253 2.795 0.8 -0.9 -0.8
C -0.201 -3.184 2.197 1.9 0.1 2.2
O -0.841 -3.733 3.265 -3.2 -1.3 2.3
H 0.367 -1.351 3.114 -0.8 1.2 1.1
H 1.353 -2.010 1.954 1.9 0.9 -1.3
H 1.436 -2.764 3.529 -0.4 0.4 -0.2
H 0.309 -3.944 1.723 1.2 -1.4 -1.8
H -0.835 -2.714 1.532 -1.6 0.9 -1.3
H -0.502 -4.591 3.527 0.1 0.1 -0.3
C -0.114 -1.008 -0.591 1.8 -1.2 -1.0
C -0.475 0.154 0.277 -3.1 -1.2 0.1
O 0.457 1.168 0.218 0.3 1.4 -0.3
H -0.779 -1.780 -0.358 -1.1 -1.3 0.3
H 0.899 -1.549 -0.530 -1.2 1.3 0.5
H -0.260 -0.879 -1.670 0.0 0.4 0.3
H -0.785 -0.253 1.289 1.0 0.9 -0.6
H -1.472 0.586 -0.101 1.3 -0.6 0.5
H 1.106 1.039 0.886 0.8 -0.1 1.2
C -1.977 4.862 0.508 -2.1 -1.0 0.4
C -2.584 3.435 0.794 0.8 1.7 0.2
O -3.089 3.298 2.103 0.2 1.8 0.8
H -2.770 5.653 0.676 1.0 -0.8 0.2
H -1.748 4.900 -0.563 0.4 0.0 0.3
H -1.109 4.970 1.147 0.1 0.5 -0.1
H -1.846 2.705 0.598 1.3 -0.8 0.0
H -3.325 3.224 0.097 -1.7 -0.2 -1.3
H -3.290 2.417 2.374 0.1 -0.9 -0.4
C -0.967 -4.564 -1.183 4.4 3.5 0.4
O 0.245 -3.942 -1.292 -6.1 -3.3 0.4
N -2.125 -4.009 -1.542 -2.7 3.2 -3.1
N -1.151 -5.661 -0.399 0.8 -1.3 -0.3
H -2.206 -3.029 -2.036 0.8 -3.0 1.8
H -3.024 -4.511 -1.736 1.7 0.2 0.8
H -0.212 -5.998 -0.228 -0.3 -0.8 0.3
H -1.925 -6.343 -0.570 1.3 1.1 0.2
C -3.857 0.088 1.427 -1.0 1.7 -6.6
O -4.031 0.715 0.118 1.0 -3.7 7.1
N -4.361 0.632 2.511 -3.3 3.7 3.3
N -3.278 -1.108 1.625 1.2 -1.0 0.5
H -5.107 1.432 2.452 2.3 -2.0 -0.5
H -4.347 0.295 3.509 0.4 -0.2 -2.0
H -2.996 -1.593 0.781 0.2 0.1 0.2
H -2.955 -1.500 2.567 -0.9 1.0 -2.1
C -0.105 2.798 -2.631 -3.4 6.1 -6.3
O -0.796 3.717 -3.330 2.6 -3.8 3.8
N -0.544 1.611 -2.370 -4.8 -3.3 2.8
N 1.174 2.796 -2.561 5.9 4.2 -0.3
H -1.563 1.679 -2.487 0.3 -0.7 0.3
H -0.253 1.106 -1.495 -0.4 1.3 -1.6
H 1.784 3.609 -2.828 -1.5 -1.0 -0.1
H 1.718 2.124 -2.100 0.5 -1.5 0.3
C 2.727 0.423 2.966 6.2 -5.8 -3.2
O 3.611 -0.444 2.419 -4.0 3.2 2.5
N 2.186 0.332 4.101 -2.6 -2.4 7.3
N 2.368 1.464 2.349 -1.6 6.5 -3.4
H 2.294 -0.597 4.531 0.0 1.0 0.0
H 1.520 0.992 4.604 1.4 -1.3 -1.6
H 2.799 1.557 1.441 0.3 0.8 0.3
H 2.065 2.343 2.864 0.5 -1.8 -1.2
C 3.726 1.552 -0.593 4.2 -0.7 1.5
O 2.882 0.841 -1.336 -0.6 -0.9 -3.8
H 3.479 2.566 -0.352 -0.8 0.7 0.3
H 4.662 1.665 -1.226 -0.6 -0.3 1.2
H 3.878 0.868 0.318 1.0 1.5 -0.7
H 2.075 0.826 -0.903 -2.8 -0.7 1.3
C 1.628 4.321 0.771 -0.1 -1.5 -1.1
O 1.121 4.551 -0.507 -1.6 2.0 0.2
H 1.249 3.406 1.228 0.1 -0.4 -0.3
H 1.451 5.043 1.521 -0.8 1.6 0.1
H 2.657 4.336 0.570 2.0 -0.6 0.9
H 1.183 3.864 -1.178 0.2 -0.4 0.9
C 1.428 -0.950 -3.799 -0.7 -0.6 0.7
O 0.696 0.192 -4.115 0.1 -1.0 -3.2
H 2.180 -0.643 -3.173 2.3 0.6 1.7
H 1.969 -1.414 -4.619 -0.7 0.1 -0.6
H 0.906 -1.694 -3.170 -0.3 -0.1 -0.8
H 0.340 0.688 -3.397 -0.4 0.0 1.0
C 3.499 -2.322 -0.297 -0.1 0.5 1.3
O 3.242 -3.661 0.069 -0.6 -0.8 0.6
H 3.020 -2.166 -1.252 0.1 0.0 -0.4
H 4.595 -2.266 -0.352 -0.3 0.9 -0.2
H 3.052 -1.568 0.446 0.9 -1.0 -0.9
H 3.507 -3.818 0.986 0.0 0.3 -0.3
C -2.433 -1.284 -3.234 0.4 1.1 -1.0
O -2.883 -1.247 -1.891 -0.7 -0.3 -0.6
H -1.752 -2.112 -3.341 0.6 0.0 -0.4
H -1.967 -0.327 -3.447 0.8 -0.1 -0.2
H -3.161 -1.330 -4.064 -0.5 -0.5 0.8
H -3.666 -0.705 -1.955 -0.5 0.4 1.0
```
Forces are in eV/Å.

## Properties
SMILES string: NC(N)=O.NC(N)=O.NC(N)=O.NC(N)=O.CCO.CCO.CCO.CO.CO.CO.CO.CO
LUMO energy in eV: -0.1881
Orbital gap in hartree: 0.3275
Net charge: 0
HOMO in eV: -9.1

Question: Which of these has the lowest orbital gap?
Answer: C15H54N18O15

Question: Number 2 is which compound?
Answer: C15H54N8O12

Question: Which of these has the lowest LUMO energy?
Answer: C15H54N18O15